{"formula": "C22H38CoO12", "method": "ωB97M-V/def2-TZVPD", "symbols": ["Co", "O", "C", "O", "C", "C", "C", "H", "H", "H", "H", "H", "H", "O", "C", "O", "C", "C", "C", "H", "H", "H", "H", "H", "H", "O", "C", "O", "C", "C", "C", "H", "H", "H", "H", "H", "H", "O", "C", "O", "C", "C", "C", "H", "H", "H", "H", "H", "H", "O", "C", "O", "C", "C", "C", "H", "H", "H", "H", "H", "H", "C", "O", "H", "H", "H", "H", "C", "O", "H", "H", "H", "H"], "positions_angstrom": [[-0.018, -0.521, -0.328], [2.155, -4.942, -3.098], [2.649, -5.958, -3.562], [2.528, -6.324, -4.869], [3.288, -7.467, -5.140], [3.351, -8.235, -3.853], [3.403, -7.076, -2.798], [4.267, -7.132, -5.484], [2.764, -8.090, -5.865], [4.157, -8.967, -3.894], [2.448, -8.836, -3.751], [4.463, -6.847, -2.688], [3.037, -7.317, -1.801], [2.524, 4.527, 0.805], [2.881, 5.699, 0.986], [2.316, 6.523, 1.855], [2.934, 7.792, 1.914], [4.228, 7.687, 1.100], [3.991, 6.422, 0.250], [3.149, 7.963, 2.969], [2.321, 8.591, 1.497], [5.116, 7.656, 1.730], [4.243, 8.596, 0.499], [4.875, 5.817, 0.052], [3.630, 6.762, -0.721], [-2.857, -4.919, 0.938], [-3.452, -5.982, 0.692], [-2.745, -7.035, 0.317], [-3.564, -8.190, 0.255], [-4.931, -7.774, 0.826], [-4.940, -6.303, 0.615], [-3.131, -9.058, 0.753], [-3.678, -8.461, -0.794], [-4.944, -7.884, 1.911], [-5.759, -8.299, 0.351], [-5.541, -5.696, 1.293], [-5.256, -6.152, -0.418], [-1.036, 2.388, -5.110], [-1.220, 3.120, -6.087], [-0.234, 3.620, -6.850], [-0.686, 4.602, -7.813], [-2.162, 4.807, -7.439], [-2.498, 3.575, -6.645], [-0.541, 4.122, -8.781], [-0.140, 5.544, -7.753], [-2.791, 4.985, -8.310], [-2.302, 5.679, -6.800], [-2.741, 2.796, -7.367], [-3.328, 3.627, -5.941], [-0.600, 1.848, 5.547], [-0.490, 2.499, 6.538], [-1.516, 2.936, 7.135], [-1.210, 3.745, 8.240], [0.228, 4.189, 8.011], [0.780, 3.003, 7.243], [-1.366, 3.111, 9.113], [-1.837, 4.636, 8.280], [0.719, 4.174, 8.985], [0.215, 5.183, 7.565], [1.174, 2.170, 7.826], [1.567, 3.273, 6.538], [2.966, -3.290, 3.441], [2.923, -2.330, 2.432], [3.700, -4.096, 3.432], [3.026, -2.749, 4.386], [2.003, -3.776, 3.598], [3.840, -2.044, 2.428], [-4.223, 3.372, 0.312], [-4.038, 1.972, 0.099], [-4.075, 3.735, 1.329], [-3.781, 3.896, -0.535], [-5.303, 3.493, 0.233], [-4.926, 1.615, 0.175]], "homo_ev": [-12.5, -12.5], "s2": 3.76, "multiplicity": 4, "charge": 2, "relative_energy_kcal_mol": 239.95}